# C48H108N7O3

7 unconnected molecules or ions with the total composition C48H108N7O3 at a distorted geometry (the ωB97M-V functional and the def2-TZVPD basis, the Open Molecules 2025 dataset).

Properties
* LUMO: -0.348 Ha
* total charge: +5
* Kohn-Sham gap: 9.602 eV
* relative energy (zero: lowest compared OMol25 entry of this formula, charge and spin): 399.7 kJ/mol
* calculated total energy: -2500.7314 a.u.

```
166
C48H108N7O3 (the ωB97M-V functional and the def2-TZVPD basis)
H 6.202 0.924 3.616
H -5.935 -4.727 -1.855
H 2.708 -1.189 0.815
C 2.778 -3.328 1.052
H -4.149 1.198 -3.392
C 2.450 -2.805 -1.308
C -4.508 -6.173 -4.973
H 0.793 1.105 -3.919
H 8.057 5.627 2.057
C 5.720 3.129 1.956
H -3.909 2.267 2.192
H 3.601 -3.991 1.318
H -2.098 -5.048 -3.626
H -2.860 6.170 0.175
H 0.966 1.252 -5.765
H -0.852 3.600 2.397
C 5.036 -2.921 -0.971
H -0.866 3.666 -6.686
N -0.235 2.774 -4.667
H 0.153 -3.026 3.555
H -3.539 -0.033 -4.612
H -5.638 3.329 3.633
H -5.125 -6.305 -2.296
C -0.511 5.085 -5.162
C 3.413 -2.013 0.706
C -3.321 -1.254 6.199
C 7.219 5.108 1.591
H 1.456 3.226 3.162
C -3.407 0.439 -3.638
H 7.608 4.589 0.716
O -0.013 0.815 -1.114
N 4.757 2.400 2.949
H -2.576 -3.185 3.886
H -2.361 2.861 -4.785
H 2.443 2.455 1.141
N 3.761 -2.111 -0.793
H -3.451 -0.296 -2.834
H 3.915 3.459 4.587
H -3.941 5.161 2.143
H 4.828 -0.297 -1.108
H 3.717 4.209 2.918
H -2.373 -1.942 2.576
H -0.043 -1.607 5.989
C 6.926 -3.654 -2.511
H -4.259 -4.044 -4.915
C 4.006 1.316 2.110
H 0.854 -3.241 0.120
H -2.147 -2.478 7.540
H -4.174 3.942 -0.090
H -2.548 4.842 3.082
H 1.877 -4.624 -0.428
H 7.279 3.847 3.227
H 5.684 -1.901 -2.850
H -1.591 5.215 -5.082
C 2.313 2.560 3.270
H 3.919 -0.897 -2.445
H -4.630 -5.125 -0.889
H -1.904 -2.532 -1.284
H -0.422 0.535 4.600
C -0.552 -0.283 3.891
C 3.659 3.314 3.537
H 6.138 2.351 4.618
H -4.875 1.897 4.394
H 4.011 0.332 2.578
C -4.722 2.926 4.067
H 1.778 2.373 -4.512
H 0.288 -0.920 3.615
C -3.214 3.433 -0.009
H 0.201 3.463 -0.356
H 3.017 -0.105 -1.034
C 0.935 1.742 -4.792
H 7.119 -3.864 -3.563
H -1.724 6.088 1.537
C -1.951 1.027 -3.636
C -0.777 5.430 -0.194
H -3.702 -0.940 4.061
C 5.517 1.620 4.102
H -4.581 -2.778 -2.339
C 5.580 -2.907 -2.443
H -0.301 -2.753 1.933
H 6.544 5.913 1.300
H -4.289 -6.989 -4.284
H -0.157 5.940 -5.738
H 1.720 -2.084 -1.674
H 2.248 -3.133 1.984
H -1.168 0.272 -3.571
H -3.995 -2.109 6.147
N -4.010 -4.672 -2.924
C -2.682 -5.368 -2.763
H 4.760 -3.401 -2.963
C -0.102 3.628 -3.396
N -1.600 -1.353 4.473
H -5.749 -4.579 -4.136
O -1.444 -0.222 -0.029
H -1.074 5.361 -1.240
C -1.999 -4.656 -1.618
C 3.856 -0.713 -1.372
H 1.918 0.926 1.921
C -2.958 -0.649 4.803
C -0.960 -4.652 2.601
C -2.660 -3.311 -1.381
C 6.492 4.241 2.584
H -3.589 -6.269 -5.551
H 0.794 4.428 0.995
N -0.284 -0.086 -0.356
C -0.155 3.769 -5.865
H 7.721 -3.082 -2.032
H -1.077 3.517 -2.920
H 1.146 5.502 -3.830
O 0.550 -0.676 0.280
C 0.149 5.063 -3.822
H 5.778 -2.441 -0.333
C -0.089 4.193 0.400
H -5.804 -5.579 -6.612
H 0.832 3.886 -6.312
H -3.150 -2.722 -3.456
H 0.013 -5.050 2.314
H -1.718 -4.856 1.845
H 4.872 -3.914 -0.553
H -2.664 2.657 3.433
H -0.913 -2.962 5.544
C -5.587 -6.448 -5.990
C -1.073 -1.918 5.812
H 2.696 -3.353 -2.217
C -3.613 2.953 2.986
C -5.007 -5.298 -1.897
H -1.842 1.519 -2.670
H -3.901 -0.587 6.837
H 6.883 -4.558 -1.903
H -2.948 0.440 4.741
C -0.679 -3.171 2.866
H -1.644 1.571 -5.729
H -1.850 -0.680 7.480
H -2.571 -6.452 -2.752
H -4.481 3.512 4.954
H 4.430 1.188 1.114
H 4.817 1.119 4.771
H 5.007 3.608 1.285
H -5.324 -7.315 -6.597
H 6.312 2.396 1.409
H 2.159 1.936 4.149
C -1.092 3.516 1.337
H -3.130 -3.291 -0.398
H -1.269 -5.126 3.533
C 1.863 -3.581 -0.111
C -2.021 5.618 0.599
N -2.422 4.199 1.085
C -4.694 -4.812 -4.275
C -3.231 4.367 2.379
C -2.059 -1.589 6.916
H -6.455 -6.810 -5.439
H 0.648 3.168 -2.753
H -2.572 3.652 -0.862
C 2.575 1.793 1.996
H 4.339 -1.764 1.226
H -0.318 5.808 -3.179
H -1.309 2.461 1.167
H -0.116 6.297 -0.228
C -3.622 -3.220 -2.609
H -2.085 -5.205 -0.680
C -1.912 -2.460 3.416
H -0.957 -4.528 -1.911
H -0.968 0.193 3.003
C -1.616 2.066 -4.759
H -3.197 2.348 0.095
H 5.829 4.869 3.180
```

# C4H8N2

A single C4H8N2 molecule at a distorted geometry (the ωB97M-V functional and the def2-TZVPD basis, the Open Molecules 2025 dataset).

Properties
* LUMO: 0.035 Ha
* SMILES string: [H]/N=C(N)\C=C\C
* Kohn-Sham gap: 9.977 eV
* relative energy (zero: lowest compared OMol25 entry of this formula, charge and spin): 105.1 kJ/mol
* calculated total energy: -266.6820 a.u.

```
14
C4H8N2 (the ωB97M-V functional and the def2-TZVPD basis)
H 0.649 -0.112 2.687
H -0.943 -0.825 2.817
N -0.068 1.928 -1.904
H 0.408 -1.950 2.368
H -0.097 0.098 -3.192
C 0.043 0.748 -1.384
N -0.169 -0.347 -2.195
C 0.161 0.529 0.129
H 0.663 1.349 0.576
C -0.217 -0.558 0.753
H 0.082 2.683 -1.199
H 0.294 -1.209 -1.911
H -0.833 -1.393 0.273
C 0.028 -0.942 2.181
```

# C4H7N3O

A single C4H7N3O molecule at a distorted geometry (the ωB97M-V functional and the def2-TZVPD basis, the Open Molecules 2025 dataset).

Properties
* LUMO: 0.037 Ha
* SMILES string: N/N=C/N1C=CCO1
* Kohn-Sham gap: 8.770 eV
* relative energy (zero: lowest compared OMol25 entry of this formula, charge and spin): 475.3 kJ/mol
* calculated total energy: -395.9674 a.u.

```
15
C4H7N3O (the ωB97M-V functional and the def2-TZVPD basis)
H 3.790 -0.446 -0.811
C -2.373 0.307 0.289
N -0.209 -0.075 -0.316
H -3.459 0.146 0.437
N 3.230 -1.074 -0.106
O -0.184 1.248 0.161
C 0.972 -0.782 -0.358
H -1.801 2.082 1.287
N 1.995 -0.303 0.173
H -1.565 -1.616 -0.422
H -1.950 2.217 -0.560
C -1.636 1.588 0.342
H 3.773 -0.910 0.840
C -1.470 -0.582 -0.138
H 0.884 -1.797 -0.821
```

# C5H7NO

A single C5H7NO molecule (the ωB97M-V functional and the def2-TZVPD basis, the Open Molecules 2025 dataset).

Properties
* LUMO: 0.040 Ha
* Kohn-Sham gap: 9.949 eV
* relative energy (zero: lowest compared OMol25 entry of this formula, charge and spin): 344.7 kJ/mol
* calculated total energy: -324.5932 a.u.

```
14
C5H7NO (the ωB97M-V functional and the def2-TZVPD basis)
H 0.174 -1.937 1.326
H 3.642 -1.134 -0.920
C -2.728 0.670 -0.401
C -1.544 0.749 0.531
H -2.554 1.237 -1.322
N 3.404 -0.208 -0.571
H -2.937 -0.368 -0.675
H -1.502 1.598 1.214
H 4.091 0.522 -0.661
C -0.576 -0.129 0.576
O 1.565 -1.095 0.075
C 2.258 0.072 0.047
H -3.621 1.084 0.079
C 0.329 -1.062 0.702
```

# C21H43BN6O17P2

6 unconnected molecules or ions with the total composition C21H43BN6O17P2 (the ωB97M-V functional and the def2-TZVPD basis, the Open Molecules 2025 dataset).

Properties
* LUMO: -0.044 Ha
* SMILES string: CCCCCCCCCC1=C(P(=N)(O)O)C(=O)C(P(C)O)=C(B(O)O)C1=O.C[N+](=O)[O-].C[N+](=O)[O-].C[N+](=O)[O-].C[N+](=O)[O-].C[N+](=O)[O-]
* Kohn-Sham gap: 7.795 eV
* calculated total energy: -3140.8171 a.u.

```
90
C21H43BN6O17P2 (the ωB97M-V functional and the def2-TZVPD basis)
H -2.276 -0.121 -2.156
C 5.949 -4.080 -2.060
O 0.402 2.639 3.830
O 2.701 2.623 4.834
H 7.368 -0.428 1.333
C 3.272 -0.044 3.530
C 0.022 1.418 -2.550
O 3.484 -0.029 4.717
H 2.817 3.086 1.565
H -1.986 -1.323 -0.120
C 1.555 2.830 -4.855
O -2.368 4.645 -1.039
C -0.999 0.148 1.083
H -5.986 -7.218 -2.066
H -4.802 -2.130 0.088
H 2.722 1.550 -3.519
C -6.771 -6.677 -1.551
H 2.324 2.067 5.528
H -0.262 1.392 -3.606
C -1.213 1.710 -1.675
H 4.276 -3.905 1.889
C -1.990 0.462 -1.273
C 6.430 -0.978 1.230
H 2.178 3.554 -5.383
O -3.972 2.166 2.119
H -6.313 -2.576 -0.738
C 4.006 -0.959 2.603
H -5.536 4.864 -1.129
H 2.866 -2.309 -1.144
H 5.552 -4.943 -1.533
C 2.167 2.494 -3.482
H -0.388 -0.925 -0.686
H -2.924 0.787 -0.801
O 1.033 -2.049 1.207
O -4.948 -5.400 -0.893
O -6.201 -0.015 -0.401
O 3.764 -2.290 -0.790
O -6.896 -4.827 -0.178
H 0.248 2.749 4.776
H 1.447 1.946 -5.484
O 4.367 -3.763 0.938
H -5.068 1.601 4.855
H -4.430 5.986 -0.268
P 5.775 -1.348 2.907
H -0.997 -0.642 1.836
H -4.060 3.066 4.980
H 1.686 2.205 -1.419
C -5.343 -2.108 -0.853
H 0.401 0.415 -2.313
H -1.864 2.374 -2.245
H 0.568 3.281 -4.721
C -4.563 5.340 -1.130
O -5.117 -0.267 -2.246
O 6.266 -0.031 3.762
H -5.427 3.020 3.818
N -3.736 1.904 3.277
H -7.490 -6.253 -2.245
C 1.147 2.438 -2.344
C 1.829 -1.207 1.560
H 0.753 0.956 0.113
H 2.909 3.261 -3.237
C -4.655 2.447 4.316
H 6.672 -1.933 0.756
H -0.902 2.267 -0.787
H 6.446 -3.413 -1.365
H -4.765 -2.561 -1.650
C 3.278 -1.542 1.633
C 2.191 0.771 2.894
O 6.814 -4.347 -4.196
H -4.386 5.894 -2.047
N -6.149 -5.544 -0.814
C -1.303 -0.481 -0.280
N -3.525 4.275 -1.048
O 7.921 -5.175 -2.545
H -7.274 -7.299 -0.818
N 2.435 3.520 2.396
N 6.978 -4.574 -3.016
C 0.367 0.881 1.139
H 5.742 -0.437 0.577
O -2.805 1.229 3.669
H -1.788 0.844 1.371
C 1.451 0.206 1.920
H 0.704 3.430 -2.197
H 5.179 -3.565 -2.616
B 3.801 -2.581 0.561
P 1.950 2.484 3.426
H 6.506 0.712 3.192
O -3.902 3.127 -0.998
H 0.235 1.908 1.478
N -5.573 -0.678 -1.200
```

# C44H46HoN3O4S3

A molecular structure, C44H46HoN3O4S3 at a distorted geometry (the ωB97M-V functional and the def2-TZVPD basis, the Open Molecules 2025 dataset).

Properties
* expectation value of S²: 6.0035
* LUMO (alpha / beta): 0.011 / 0.011 Ha
* Kohn-Sham gap (alpha / beta): 7.672 / 7.679 eV
* spin multiplicity: 5
* calculated total energy: -4312.2069 a.u.

```
101
C44H46HoN3O4S3 (the ωB97M-V functional and the def2-TZVPD basis)
C -2.199 2.166 -2.803
N 1.008 3.251 1.145
C 0.420 -1.716 0.240
C -4.298 -3.476 0.836
H -2.852 2.353 -1.921
N -0.624 3.679 -1.415
H 0.966 -5.217 -1.431
S 5.046 -1.212 -0.171
C -2.943 -7.063 0.487
H -4.193 -1.739 3.742
H 4.084 -0.209 3.207
H 5.170 4.360 -4.080
C -0.994 3.096 -2.774
C 0.025 -3.317 -1.559
C 0.166 2.864 4.651
H 0.302 5.780 0.129
H 1.801 6.103 -0.619
H -2.492 -4.824 4.808
C 5.178 3.523 -3.409
C 2.141 0.091 -3.665
C -3.017 -5.372 2.425
C -2.035 1.881 4.968
H -0.671 2.497 6.572
C -1.823 0.705 -2.978
C -2.137 1.601 3.593
Ho 0.217 1.484 -0.260
H 2.013 3.391 2.989
H 1.533 -0.808 -5.541
H 1.385 3.928 -2.033
H -3.902 -3.843 5.044
C -1.705 4.446 -0.729
C -5.043 -2.566 -0.081
H -1.160 0.624 -3.870
C 6.257 3.060 -2.748
H 1.448 -2.506 1.943
H -2.521 -6.162 3.012
H 3.166 -2.807 -5.058
C -4.067 -4.780 0.382
C 3.917 0.141 -0.156
O -1.202 1.705 1.410
H -2.671 -7.831 1.212
C 4.149 -0.341 2.142
H -2.833 1.648 5.679
H -3.744 -7.481 -0.156
H 1.564 1.015 -3.739
C 3.318 0.781 -1.452
H 2.649 3.811 -0.059
C 2.130 -0.900 -4.664
C 2.968 -0.233 -2.604
H 5.532 -2.096 2.077
C -3.885 -3.137 2.184
C 1.127 5.272 -0.348
C -3.961 -1.738 2.654
H -2.578 3.797 -0.593
H -4.867 -1.527 0.192
H -0.099 2.556 -3.080
S 3.678 -1.824 -2.852
O -3.955 -0.680 2.019
H -2.713 0.115 -3.304
C 0.073 2.593 3.271
C 3.542 0.466 1.105
C 1.051 -2.772 0.964
H -2.387 -3.032 4.644
C 0.740 -4.292 -0.910
O 2.176 1.487 -1.085
C -1.132 1.995 2.680
C -0.848 2.430 5.493
N -1.193 0.148 -1.780
H -6.115 -2.784 -0.073
C -0.200 -2.034 -1.017
S 5.969 1.685 -1.727
C 4.288 1.786 -2.070
H -4.381 -5.057 -0.627
H 1.582 -4.808 0.979
H -4.759 -2.769 -1.137
C 0.575 4.584 -1.606
C -0.883 -1.120 -1.928
C 2.927 -1.973 -4.400
H -0.400 -3.483 -2.533
C -2.991 -3.922 4.458
H -2.019 5.372 -1.277
C -3.366 -5.780 1.123
H -1.107 3.932 -3.458
H -2.870 2.448 -3.631
C 4.014 2.766 -3.022
H 2.413 4.806 1.380
H 2.791 1.242 1.288
C 1.094 3.114 2.443
H 7.282 3.410 -2.916
C 1.885 4.297 0.562
C -3.261 -4.125 2.985
H -1.052 -1.625 -2.890
H -2.993 1.078 3.145
H 0.991 3.393 5.052
C 4.963 -1.278 1.575
H 0.316 5.333 -2.339
C 1.190 -3.995 0.380
H 3.005 2.925 -3.478
H -1.307 4.662 0.270
O 0.307 -0.489 0.680
H -2.083 -6.931 -0.161
```

# C3HF5O3S

A molecular structure, C3HF5O3S at a distorted geometry (the ωB97M-V functional and the def2-TZVPD basis, the Open Molecules 2025 dataset).

Properties
* LUMO: -0.018 Ha
* Kohn-Sham gap: 10.592 eV
* relative energy (zero: lowest compared OMol25 entry of this formula, charge and spin): 147.3 kJ/mol
* calculated total energy: -1238.0489 a.u.

```
13
C3HF5O3S (the ωB97M-V functional and the def2-TZVPD basis)
F -1.174 -0.766 -1.956
S 0.379 -1.666 0.230
O 0.196 -0.889 1.413
F 1.522 1.143 0.534
O 1.648 -1.669 -0.387
F -1.822 0.159 0.546
C -0.329 -0.031 -1.235
F 0.052 2.629 0.074
F -0.034 1.622 1.962
O -0.594 -2.622 -0.115
C 0.230 1.440 0.688
C -0.636 0.383 0.015
H 0.561 0.268 -1.770
```

# C4H7NO

A single C4H7NO molecule at a distorted geometry (the ωB97M-V functional and the def2-TZVPD basis, the Open Molecules 2025 dataset).

Properties
* LUMO: 0.028 Ha
* SMILES string: CCCN=C=O
* Kohn-Sham gap: 11.003 eV
* relative energy (zero: lowest compared OMol25 entry of this formula, charge and spin): 66.7 kJ/mol
* calculated total energy: -286.6062 a.u.

```
13
C4H7NO (the ωB97M-V functional and the def2-TZVPD basis)
H -2.195 1.451 -0.456
C 0.350 -0.908 0.262
H -1.020 -0.602 -1.416
N 1.529 -0.324 -0.357
O 3.726 0.485 -0.011
H -1.778 -1.015 0.188
H 0.441 -0.749 1.347
H 0.366 -1.997 0.024
C 2.618 0.093 -0.093
H -0.439 1.676 -0.348
C -1.238 1.075 0.036
C -0.974 -0.399 -0.299
H -1.386 1.215 1.122
```

# C3H7FO

A single C3H7FO molecule at a distorted geometry (the ωB97M-V functional and the def2-TZVPD basis, the Open Molecules 2025 dataset).

Properties
* LUMO: 0.038 Ha
* SMILES string: OCCCF
* Kohn-Sham gap: 11.227 eV
* relative energy (zero: lowest compared OMol25 entry of this formula, charge and spin): 108.9 kJ/mol
* calculated total energy: -293.5523 a.u.

```
12
C3H7FO (the ωB97M-V functional and the def2-TZVPD basis)
C 1.559 0.326 0.271
H -2.984 -0.611 -0.019
H 1.667 0.187 1.338
C 0.202 0.604 -0.327
H -0.623 -0.934 0.981
O -2.268 -0.086 0.111
H 0.158 0.718 -1.414
C -0.894 -0.545 -0.054
H 2.311 1.065 -0.100
H -0.708 -1.351 -0.798
H -0.186 1.546 0.149
F 1.765 -0.918 -0.139
```

# C3H18NO4

5 unconnected molecules or ions with the total composition C3H18NO4 at a distorted geometry (the ωB97M-V functional and the def2-TZVPD basis, the Open Molecules 2025 dataset).

Properties
* LUMO: -0.098 Ha
* total charge: +1
* Kohn-Sham gap: 11.249 eV
* relative energy (zero: lowest compared OMol25 entry of this formula, charge and spin): 186.1 kJ/mol
* calculated total energy: -480.5529 a.u.

```
26
C3H18NO4 (the ωB97M-V functional and the def2-TZVPD basis)
H -3.257 0.431 0.681
H 0.649 1.333 2.249
O -0.470 1.151 -2.000
H -1.165 -1.030 -0.462
H 0.212 1.199 -1.320
H 3.339 5.730 -0.639
H 1.401 1.089 0.981
H 0.636 -2.997 0.702
H -0.593 -3.096 -0.572
H 4.325 0.631 -0.469
C -1.402 -2.236 1.206
H -0.477 -4.146 1.008
C -3.039 -0.519 0.180
C -0.401 -3.197 0.495
O 0.564 0.855 1.421
O 2.896 4.875 -0.729
H -1.107 -0.170 0.871
H -3.234 -0.236 -0.858
H -3.848 -1.207 0.417
O 3.506 0.270 -0.818
N -1.647 -0.947 0.451
H 3.602 0.467 -1.759
H 2.788 4.927 -1.686
H -2.326 -2.785 1.357
H -0.159 1.613 -2.780
H -0.792 -2.004 2.072
```